#w
Formula: C3H8NO
Source: the Open Molecules 2025 dataset
Level of theory: ωB97M-V/def2-TZVPD

Each line ends with the Löwdin charge.
Geometry (Å):
O (-0.8505, -0.2612, -1.0813)  0.01
C (-1.9927, -0.2238, -0.6428)  -0.35
C (-2.3632, 0.2533, 0.6343)  0.14
N (2.2439, -0.7341, -0.2629)  -0.06
C (1.5979, 0.4358, 0.3172)  -0.21
H (-2.8137, -0.5712, -1.2945)  0.11
H (-1.6113, 0.6385, 1.3113)  0.07
H (-3.3901, 0.2326, 0.9662)  0.06
H (1.6596, -1.2556, -0.8894)  0.04
H (3.2181, -0.6828, -0.4817)  0.04
H (1.1697, 0.2065, 1.2923)  0.05
H (2.3735, 1.1953, 0.4190)  0.07
H (0.7589, 0.7667, -0.2878)  0.03

Values from the calculation:
Orbital gap (spin up / spin down)   9.26 / 6.40 eV
HOMO level (spin up / spin down)   -8.231 / -8.228 eV
2S+1   2

#x
Formula: C3H8NO
Source: the Open Molecules 2025 dataset
Level of theory: ωB97M-V/def2-TZVPD

Each line ends with the Löwdin charge.
Geometry (Å):
C (0.1021, -0.5142, -3.0025)  -0.20
O (-0.8746, -0.5477, -2.0092)  -0.11
H (1.0890, -0.8669, -2.6248)  0.10
H (-0.1301, -1.1977, -3.8589)  0.10
H (0.3087, 0.4893, -3.4357)  0.08
C (0.2847, 0.6580, 2.7928)  -0.16
C (-0.4089, -0.0091, 0.6400)  -0.05
N (0.3860, 0.7826, 1.3096)  -0.09
H (0.9252, 1.3872, 3.2673)  0.05
H (0.5507, -0.3467, 3.1769)  0.08
H (-0.7460, 0.8765, 3.1259)  0.07
H (-0.3182, -0.1052, -0.5299)  0.05
H (-1.1688, -0.6063, 1.1486)  0.08

Values from the calculation:
Orbital gap (spin up / spin down)   10.59 / 7.67 eV
HOMO level (spin up / spin down)   -9.543 / -9.590 eV
2S+1   2

It is #x that is the least stable of them.

#w
Formula: CH5NOP2
Source: the Open Molecules 2025 dataset
Level of theory: ωB97M-V/def2-TZVPD

Each line ends with the Löwdin charge.
Geometry (Å):
C (-0.7889, -2.0578, -0.1159)  -0.10
N (1.6273, -0.4715, -0.1149)  -0.77
O (-0.7302, -0.8176, -0.3481)  -0.49
P (3.1651, -0.1321, -0.0758)  0.60
P (0.3354, 0.4031, -0.5180)  0.77
H (-1.6906, 2.8488, -0.6890)  -0.02
H (-1.7972, -2.3579, -0.4331)  0.09
H (0.1948, -2.5480, 0.0117)  0.07
H (3.7775, -1.4919, -0.2639)  -0.16
H (-1.4943, 3.6680, -0.7856)  0.02

Values from the calculation:
Orbital gap (spin up / spin down)   6.56 / 6.84 eV
HOMO level (spin up / spin down)   -7.567 / -7.396 eV

#x
Formula: CH5NOP2
Source: the Open Molecules 2025 dataset
Level of theory: ωB97M-V/def2-TZVPD

Each line ends with the Löwdin charge.
Geometry (Å):
C (-2.2439, -0.0584, -0.0370)  -0.20
N (1.3750, -0.5226, -0.0496)  -0.68
O (-0.9011, -0.3005, -0.0319)  -0.48
P (0.3207, 0.6305, -0.2691)  0.77
P (3.0560, -0.2810, -0.3358)  0.58
H (-2.7509, -0.2997, 0.9037)  0.09
H (-2.6860, -0.7476, -0.7884)  0.09
H (-2.4978, 0.9401, -0.4253)  0.08
H (3.3076, -0.5352, 1.0943)  -0.11
H (3.0202, 1.1745, -0.0609)  -0.15

Values from the calculation:
Orbital gap   8.85 eV
HOMO level   -8.805 eV

It is #w that is the least stable of them.

#w
Formula: C3H2O
Source: the Open Molecules 2025 dataset
Level of theory: ωB97M-V/def2-TZVPD

Each line ends with the Löwdin charge.
Geometry (Å):
C (1.9552, -1.5586, 0.3391)  0.02
C (1.1201, -0.7450, 0.6861)  -0.17
C (-0.8310, 0.6489, -0.3229)  -0.05
O (-1.1347, 1.7128, 0.0799)  0.14
H (-1.1127, 0.0395, -1.1145)  0.10
H (0.0030, -0.0976, 0.3324)  -0.03

Values from the calculation:
Orbital gap (spin up / spin down)   6.88 / 8.57 eV
HOMO level (spin up / spin down)   -9.380 / -10.531 eV

#x
Formula: C3H2O
Source: the Open Molecules 2025 dataset
Level of theory: ωB97M-V/def2-TZVPD

Each line ends with the Löwdin charge.
Geometry (Å):
C (-1.3872, 0.2867, 0.1006)  -0.21
C (-2.5221, -0.0512, -0.1616)  -0.18
C (0.5528, 0.4551, 0.0807)  0.08
O (1.3234, -0.5805, 0.0402)  0.14
H (1.0118, 1.2473, -0.4194)  0.08
H (1.0214, -1.3573, 0.3595)  0.08

Values from the calculation:
Orbital gap (spin up / spin down)   7.17 / 6.66 eV
HOMO level (spin up / spin down)   -9.364 / -9.155 eV

It is #w that is the least stable of them.